Density functional theory data (the ωB97M-V functional and the def2-TZVPD basis) for a 3-piece molecular cluster, C18H39ClN2O2Si overall in a non-equilibrium geometry.

## Properties
Spin multiplicity: 1
E_HOMO: -8.5 eV
Charge: 0
Calculated total energy: -46774.611 eV
Maximum force: 0.0200 hartree/bohr
SMILES: CCCN[Si@](C)(N=C(C)C)[C@H](Cl)CC.C1CCOC1.C1CCOC1
Lowest unoccupied orbital energy: 0.7 eV

Last column: natural (NBO) charge in e.
Element x y z (Å)
C  2.21  2.66  -0.88  -0.62
C  1.61  2.61  -2.29  -0.41
C  0.09  2.64  -2.25  -0.21
N  -0.55  2.75  -3.56  -1.07
Si  -1.18  1.32  -4.35  1.95
C  -1.08  1.65  -6.17  -1.15
N  -2.81  0.98  -3.90  -0.93
C  -3.49  1.35  -2.90  0.43
C  -4.31  0.35  -2.12  -0.69
C  -3.64  2.78  -2.44  -0.71
C  -0.18  -0.25  -3.87  -0.62
Cl  0.01  -1.22  -5.40  -0.09
C  -0.78  -1.16  -2.78  -0.43
C  -0.05  -1.08  -1.43  -0.61
H  1.49  3.04  -0.15  0.21
H  2.50  1.67  -0.53  0.22
H  3.10  3.29  -0.83  0.21
H  1.97  3.45  -2.89  0.19
H  1.97  1.71  -2.79  0.20
H  -0.29  1.75  -1.73  0.18
H  -0.20  3.49  -1.63  0.18
H  0.09  3.21  -4.20  0.38
H  -1.79  1.01  -6.69  0.25
H  -1.38  2.69  -6.35  0.24
H  -0.09  1.50  -6.58  0.24
H  -5.14  0.80  -1.60  0.21
H  -3.65  -0.16  -1.41  0.23
H  -4.69  -0.41  -2.81  0.24
H  -3.44  2.86  -1.36  0.22
H  -2.95  3.44  -2.96  0.25
H  -4.66  3.10  -2.63  0.23
H  0.84  0.00  -3.58  0.22
H  -1.85  -0.97  -2.66  0.21
H  -0.71  -2.19  -3.13  0.22
H  0.36  -0.09  -1.23  0.20
H  -0.73  -1.31  -0.61  0.21
H  0.77  -1.79  -1.38  0.21
C  1.14  0.13  3.98  -0.43
C  1.83  1.48  4.22  -0.43
C  2.42  1.77  2.84  -0.07
O  1.53  1.18  1.90  -0.55
C  0.60  0.32  2.57  -0.06
H  0.36  -0.09  4.70  0.21
H  1.87  -0.68  4.00  0.22
H  1.10  2.24  4.49  0.20
H  2.59  1.45  5.00  0.22
H  3.41  1.31  2.73  0.16
H  2.50  2.84  2.63  0.18
H  -0.38  0.80  2.58  0.16
H  0.53  -0.62  2.02  0.19
C  0.94  -5.40  4.19  -0.43
C  0.74  -4.84  5.60  -0.43
C  1.48  -3.51  5.51  -0.07
O  1.35  -3.08  4.15  -0.55
C  0.85  -4.14  3.34  -0.07
H  0.20  -6.15  3.91  0.22
H  1.93  -5.85  4.11  0.20
H  -0.32  -4.66  5.79  0.20
H  1.12  -5.48  6.39  0.22
H  2.54  -3.64  5.74  0.17
H  1.07  -2.74  6.16  0.18
H  -0.19  -3.92  3.08  0.16
H  1.43  -4.20  2.43  0.19


Density functional theory data (the ωB97M-V functional and the def2-TZVPD basis) for C18H39N5OReS2Si as an isolated structure.

## Properties
Spin multiplicity: 2
E_HOMO (alpha / beta): -14.1 / -14.3 eV
Charge: +2
Calculated total energy: -60462.372 eV
Maximum force: 0.0041 hartree/bohr
Energy above the lowest of the compared OMol25 structures with the same formula, charge and spin: 0.0 kcal per mole
Lowest unoccupied orbital energy (alpha / beta): -6.6 / -6.8 eV

Last column: Löwdin spin population.
Element x y z (Å)
Re  0.15  0.53  0.81  0.84
O  0.43  2.19  1.76  -0.01
N  -0.28  2.48  2.91  0.01
C  0.10  3.60  3.56  0.01
C  -0.55  3.95  4.71  0.01
C  -1.60  3.14  5.17  0.00
C  -1.95  2.01  4.46  0.01
C  -1.27  1.67  3.30  0.01
S  -1.65  0.30  2.29  0.06
H  0.91  4.14  3.11  0.00
H  -0.26  4.84  5.24  0.00
H  -2.12  3.40  6.07  0.00
H  -2.76  1.37  4.80  0.00
C  3.13  3.92  -1.07  0.00
C  2.38  3.03  -2.06  0.00
C  3.34  2.08  -2.77  0.00
C  1.64  3.89  -3.07  0.00
N  1.31  2.30  -1.33  0.01
N  1.80  1.29  -0.43  0.01
H  3.85  4.54  -1.60  0.00
H  3.71  3.34  -0.34  0.00
H  2.43  4.57  -0.53  0.00
H  4.04  2.65  -3.39  0.00
H  2.80  1.40  -3.43  0.00
H  3.95  1.50  -2.08  0.00
H  2.34  4.50  -3.64  0.00
H  0.93  4.56  -2.57  0.00
H  1.09  3.27  -3.79  0.00
H  0.73  1.82  -2.01  0.00
H  2.41  1.78  0.22  0.00
H  2.38  0.60  -0.92  0.00
C  2.29  -2.07  -1.27  0.00
Si  1.74  -2.48  0.47  0.00
C  3.12  -3.32  1.39  0.00
C  0.18  -3.51  0.50  0.00
C  1.39  -0.88  1.50  0.03
H  2.49  -3.02  -1.78  0.00
H  3.23  -1.52  -1.29  0.00
H  1.55  -1.54  -1.87  0.00
H  3.36  -4.27  0.91  0.00
H  2.86  -3.52  2.43  0.00
H  4.03  -2.71  1.38  0.00
H  0.30  -4.42  -0.09  0.00
H  -0.68  -2.96  0.11  0.00
H  -0.06  -3.81  1.52  0.00
H  2.37  -0.40  1.64  0.01
H  1.05  -1.26  2.47  0.01
C  -1.97  -4.22  -2.55  0.00
C  -1.72  -2.72  -2.64  0.00
N  -2.66  -2.00  -1.76  0.00
C  -2.43  -0.95  -1.02  0.00
S  -0.83  -0.18  -1.12  -0.01
N  -3.38  -0.41  -0.28  0.00
C  -4.73  -0.96  -0.10  0.00
C  -4.76  -2.18  0.81  0.00
H  -1.28  -4.74  -3.20  0.00
H  -2.98  -4.47  -2.87  0.00
H  -1.82  -4.58  -1.53  0.00
H  -1.85  -2.36  -3.66  0.00
H  -0.71  -2.47  -2.33  0.00
H  -3.61  -2.36  -1.78  0.00
H  -3.13  0.40  0.26  0.00
H  -5.15  -1.18  -1.09  0.00
H  -5.34  -0.15  0.30  0.00
H  -4.15  -2.99  0.43  0.00
H  -5.78  -2.54  0.91  0.00
H  -4.40  -1.91  1.81  0.00


Density functional theory data (the ωB97M-V functional and the def2-TZVPD basis) for a 4-piece molecular cluster, C18H40BN3O3P3 overall in a non-equilibrium geometry.

## Properties
Spin multiplicity: 1
E_HOMO: -3.4 eV
Charge: -1
Calculated total energy: -58474.315 eV
Maximum force: 0.0227 hartree/bohr
Lowest unoccupied orbital energy: 2.0 eV

Last column: natural (NBO) charge in e.
Element x y z (Å)
C  3.97  -1.90  1.15  -0.61
C  4.21  -0.38  1.20  -0.68
P  3.42  0.56  -0.19  0.55
C  1.95  -0.42  -0.79  -0.69
C  0.85  0.56  -1.21  -0.61
B  4.64  0.91  -1.67  -1.02
P  5.61  2.62  -1.43  0.52
C  4.40  3.75  -0.60  -0.91
C  6.85  2.31  -0.07  -0.94
P  5.85  -0.52  -2.04  2.18
O  5.28  -1.68  -2.77  -1.15
O  7.10  0.03  -2.96  -1.01
O  6.60  -1.04  -0.69  -1.01
H  2.92  -2.10  1.34  0.20
H  4.54  -2.40  1.94  0.19
H  4.24  -2.30  0.18  0.22
H  3.74  -0.01  2.12  0.20
H  5.27  -0.15  1.29  0.23
H  1.56  -1.01  0.05  0.21
H  2.18  -1.09  -1.62  0.22
H  -0.08  0.03  -1.45  0.18
H  1.20  1.10  -2.09  0.20
H  0.66  1.27  -0.41  0.21
H  3.96  1.01  -2.66  0.07
H  4.23  3.49  0.44  0.22
H  4.77  4.78  -0.65  0.20
H  3.47  3.66  -1.16  0.23
H  7.85  2.63  -0.36  0.21
H  6.55  2.90  0.81  0.21
H  6.88  1.27  0.25  0.24
H  7.30  0.94  -2.70  0.49
H  7.20  -1.74  -0.95  0.49
C  -5.15  1.30  -1.18  -0.61
C  -4.28  2.49  -1.55  -0.38
C  -2.81  2.10  -1.73  -0.51
C  -2.27  1.54  -0.49  0.29
N  -1.85  1.10  0.49  -0.33
H  -4.85  0.87  -0.22  0.21
H  -6.19  1.61  -1.08  0.21
H  -5.10  0.52  -1.94  0.21
H  -4.36  3.26  -0.78  0.20
H  -4.64  2.94  -2.48  0.21
H  -2.21  2.97  -2.00  0.25
H  -2.70  1.35  -2.52  0.25
C  -0.22  -3.41  -1.15  -0.62
C  -0.81  -4.64  -0.48  -0.38
C  -1.23  -4.38  0.97  -0.51
C  -0.08  -3.98  1.78  0.29
N  0.84  -3.68  2.39  -0.33
H  0.70  -3.08  -0.65  0.23
H  0.04  -3.62  -2.19  0.22
H  -0.92  -2.57  -1.14  0.20
H  -0.09  -5.46  -0.51  0.21
H  -1.69  -4.97  -1.04  0.20
H  -1.67  -5.28  1.41  0.24
H  -1.98  -3.59  1.02  0.24
C  -7.81  1.96  2.46  -0.61
C  -7.08  1.09  3.47  -0.38
C  -6.23  0.00  2.81  -0.51
C  -7.07  -0.90  2.02  0.29
N  -7.75  -1.60  1.41  -0.34
H  -8.52  1.38  1.87  0.22
H  -8.38  2.75  2.97  0.21
H  -7.11  2.45  1.78  0.20
H  -7.80  0.63  4.15  0.21
H  -6.42  1.72  4.08  0.21
H  -5.71  -0.59  3.57  0.25
H  -5.48  0.45  2.16  0.25